{
  "formula": "C16H13Cl2NO2PdS4",
  "method": "ωB97M-V/def2-TZVPD",
  "symbols": ["Pd", "Cl", "C", "C", "C", "C", "C", "Cl", "C", "S", "H", "H", "H", "O", "C", "O", "C", "C", "C", "C", "S", "C", "C", "H", "H", "H", "H", "H", "S", "C", "N", "C", "C", "S", "H", "H", "H", "H", "H"],
  "positions_angstrom": [[-0.646, -0.343, -0.531], [-1.380, 1.727, -1.548], [0.002, 2.339, -2.403], [-0.151, 3.512, -3.095], [0.939, 4.045, -3.788], [2.165, 3.401, -3.786], [2.323, 2.218, -3.087], [3.844, 1.440, -3.099], [1.236, 1.645, -2.363], [1.514, 0.198, -1.487], [-1.106, 4.020, -3.098], [0.821, 4.973, -4.331], [3.010, 3.809, -4.324], [-1.334, -1.012, 8.439], [-0.467, -0.355, 7.679], [0.442, 0.263, 8.149], [-0.645, -0.386, 6.169], [-1.671, -1.068, 5.506], [-1.818, -0.935, 4.145], [-0.919, -0.119, 3.420], [-1.251, 0.196, 1.777], [0.162, 0.508, 4.080], [0.288, 0.367, 5.436], [-2.028, -1.483, 7.969], [-2.368, -1.710, 6.029], [-2.624, -1.439, 3.629], [0.869, 1.105, 3.520], [1.092, 0.844, 5.979], [-1.579, -2.404, -1.294], [-0.614, -2.512, -2.711], [-0.966, -2.022, -3.879], [0.008, -2.113, -4.967], [1.008, -3.198, -4.567], [0.877, -3.359, -2.749], [-1.853, -1.557, -4.014], [0.498, -1.143, -5.087], [-0.493, -2.359, -5.900], [2.030, -2.925, -4.812], [0.785, -4.167, -5.007]],
  "mulliken_spin": [1.077, 0.111, 0.091, -0.011, 0.145, -0.052, 0.115, 0.034, 0.023, 0.835, 0.004, 0.006, 0.001, -0.001, 0.006, 0.045, 0.171, -0.043, 0.146, 0.061, 0.836, 0.113, -0.045, 0.000, -0.002, -0.003, -0.006, -0.002, 0.311, -0.005, 0.014, -0.002, 0.001, 0.017, 0.001, 0.002, 0.000, 0.002, 0.001],
  "multiplicity": 5,
  "total_charge": 2,
  "orbital_gap_ev": [8.8, 5.6]
}

---

{
  "formula": "C24H27N5O3S",
  "method": "ωB97M-V/def2-TZVPD",
  "symbols": ["O", "C", "C", "C", "C", "N", "S", "O", "O", "C", "C", "C", "C", "C", "C", "C", "C", "C", "C", "C", "C", "N", "C", "C", "N", "C", "N", "C", "C", "C", "N", "C", "C", "H", "H", "H", "H", "H", "H", "H", "H", "H", "H", "H", "H", "H", "H", "H", "H", "H", "H", "H", "H", "H", "H", "H", "H", "H", "H", "H"],
  "positions_angstrom": [[0.586, -2.544, 0.203], [-0.186, -2.559, -0.737], [-0.637, -1.287, -1.447], [0.321, -0.122, -1.163], [0.206, 0.387, 0.275], [-1.159, 0.682, 0.655], [-1.722, 2.163, 0.101], [-1.278, 2.472, -1.233], [-3.134, 2.201, 0.356], [-0.888, 3.251, 1.250], [0.112, 4.117, 0.793], [0.751, 4.936, 1.683], [0.409, 4.918, 3.053], [1.047, 5.755, 3.993], [0.692, 5.722, 5.312], [-0.315, 4.850, 5.756], [-0.952, 4.024, 4.873], [-0.610, 4.035, 3.504], [-1.249, 3.199, 2.564], [-2.056, -0.433, 0.451], [-2.057, -0.893, -1.007], [-0.742, -3.730, -1.162], [-1.428, -3.935, -2.419], [-0.380, -4.281, -3.511], [0.830, -4.737, -2.867], [1.840, -3.845, -2.669], [2.792, -4.187, -1.795], [3.779, -3.333, -1.625], [3.859, -2.131, -2.315], [2.835, -1.887, -3.218], [1.834, -2.726, -3.403], [0.567, -5.693, -1.813], [-0.176, -4.971, -0.660], [-0.617, -1.467, -2.526], [1.349, -0.441, -1.346], [0.077, 0.696, -1.842], [0.782, 1.308, 0.395], [0.588, -0.368, 0.965], [0.343, 4.117, -0.260], [1.524, 5.612, 1.349], [1.821, 6.425, 3.648], [1.185, 6.367, 6.025], [-0.581, 4.839, 6.803], [-1.728, 3.351, 5.206], [-2.030, 2.522, 2.871], [-3.051, -0.094, 0.742], [-1.737, -1.244, 1.112], [-2.753, -1.725, -1.119], [-2.399, -0.060, -1.626], [-2.015, -3.066, -2.704], [-2.115, -4.774, -2.273], [-0.755, -5.072, -4.166], [-0.124, -3.407, -4.109], [4.532, -3.629, -0.905], [4.663, -1.433, -2.159], [2.801, -0.986, -3.818], [-0.041, -6.495, -2.237], [1.515, -6.097, -1.464], [0.517, -4.706, 0.138], [-0.976, -5.598, -0.255]],
  "mulliken_charge": [-0.664, 0.209, 0.325, -0.889, -1.239, 0.121, 1.499, -0.715, -0.773, -0.173, -0.458, -1.004, 1.000, -0.724, -0.514, -0.522, -0.773, 0.455, -0.398, -1.311, -0.939, 0.229, -0.576, -1.055, -0.042, 0.643, -0.493, -0.235, -0.460, -0.296, -0.408, -0.768, -0.892, 0.819, 0.271, 0.399, 0.430, 0.454, 0.523, 0.395, 0.381, 0.390, 0.388, 0.415, 0.433, 0.553, 0.463, 0.575, 0.423, 0.300, 0.492, 0.354, 0.481, 0.435, 0.427, 0.427, 0.338, 0.423, 0.378, 0.473],
  "multiplicity": 1,
  "e_above_lowest_kcal_mol": 16.4,
  "smiles": "O=C(C1CCN(S(=O)(=O)c2ccc3ccccc3c2)CC1)N1CCN(c2ncccn2)CC1",
  "orbital_gap_ev": 8.6
}

---

{
  "formula": "C14H44ClN2O11",
  "method": "ωB97M-V/def2-TZVPD",
  "symbols": ["Cl", "O", "O", "O", "O", "O", "H", "H", "O", "H", "H", "C", "C", "C", "O", "C", "N", "H", "H", "H", "H", "H", "H", "H", "H", "H", "H", "H", "C", "C", "C", "O", "C", "N", "H", "H", "H", "H", "H", "H", "H", "H", "H", "H", "H", "C", "C", "O", "H", "H", "H", "H", "H", "H", "C", "C", "O", "H", "H", "H", "H", "H", "H", "C", "C", "O", "H", "H", "H", "H", "H", "H"],
  "positions_angstrom": [[1.137, -0.281, -0.375], [1.295, -1.525, -1.114], [-0.196, 0.239, -0.512], [1.364, -0.589, 1.024], [2.077, 0.678, -0.897], [1.390, -0.153, -4.093], [1.429, 0.803, -3.988], [1.432, -0.495, -3.188], [-2.131, -0.273, 1.931], [-1.801, 0.046, 2.777], [-1.357, -0.251, 1.346], [-3.357, 3.326, -0.522], [-2.183, 4.334, -0.379], [-0.897, 3.552, -0.185], [0.129, 4.527, -0.031], [1.400, 3.981, 0.215], [-2.101, 5.094, -1.632], [-3.414, 2.895, 0.486], [-3.063, 2.473, -1.132], [-4.278, 3.786, -0.859], [-2.295, 4.963, 0.513], [-0.721, 2.958, -1.089], [-0.899, 2.878, 0.676], [1.467, 3.285, 1.059], [2.114, 4.771, 0.451], [1.790, 3.437, -0.650], [-2.879, 5.756, -1.635], [-1.316, 5.749, -1.546], [-5.864, -1.126, -3.072], [-4.956, -1.774, -2.030], [-3.563, -1.170, -2.011], [-2.840, -1.515, -3.189], [-1.612, -0.844, -3.251], [-5.558, -1.546, -0.703], [-6.851, -1.594, -2.993], [-5.501, -1.364, -4.073], [-6.029, -0.055, -2.963], [-4.941, -2.853, -2.177], [-2.973, -1.515, -1.151], [-3.589, -0.074, -1.943], [-1.262, -0.785, -4.285], [-0.788, -1.351, -2.740], [-1.651, 0.197, -2.912], [-6.078, -0.685, -0.614], [-4.840, -1.519, 0.014], [3.554, 1.735, 2.590], [4.713, 1.469, 1.654], [4.488, 2.070, 0.392], [2.624, 1.319, 2.191], [3.446, 2.785, 2.862], [3.621, 1.172, 3.530], [4.876, 0.385, 1.612], [5.642, 1.866, 2.071], [3.763, 1.545, 0.016], [2.779, -2.487, 4.159], [1.988, -1.234, 4.532], [0.948, -1.525, 5.456], [3.363, -2.863, 5.001], [3.372, -2.221, 3.284], [2.047, -3.267, 3.942], [1.582, -0.803, 3.616], [2.680, -0.461, 4.893], [1.358, -1.713, 6.305], [3.174, -4.887, 0.511], [2.959, -4.699, -0.976], [3.476, -5.821, -1.688], [2.874, -3.994, 1.057], [4.218, -5.138, 0.693], [2.552, -5.710, 0.874], [3.514, -3.793, -1.274], [1.936, -4.423, -1.255], [3.211, -5.697, -2.606]],
  "mulliken_charge": [1.312, -0.688, -0.328, -0.616, -0.652, -0.691, 0.335, 0.287, -0.659, 0.271, 0.335, -0.943, 0.514, -0.693, -0.399, -0.572, -0.810, 0.326, -0.018, 0.395, 0.275, 0.245, 0.327, 0.162, 0.347, 0.278, 0.253, 0.268, -1.464, 0.477, -0.033, -0.422, -0.364, -0.729, 0.404, 0.344, 0.324, 0.269, 0.298, -0.187, 0.292, 0.145, 0.170, 0.247, 0.275, -0.294, -0.318, -0.530, -0.136, 0.297, 0.179, 0.183, 0.347, 0.322, -0.970, 0.145, -0.542, 0.405, 0.237, 0.254, 0.017, 0.165, 0.316, -0.898, -0.046, -0.560, 0.174, 0.308, 0.297, 0.185, 0.244, 0.310],
  "multiplicity": 1,
  "e_above_lowest_kcal_mol": 0.0,
  "total_charge": -1,
  "orbital_gap_ev": 9.6
}

---

Table of max |F| (eV Å⁻¹), in record order: 0.72 1.11 2.02
Table of energy (eV), in record order: -94236.44710 -49755.32227 -53250.59522
Table of M (g/mol), in record order: 556.879 465.579 451.962